Here is a structure of composition C17H17BrNO12P2Ru at a distorted geometry from OMol25. Energies are from wB97M-V/def2-TZVPD.

Last column: natural (NBO) charge in e.
CARTESIAN COORDINATES (ANGSTROEM)
Ru  -0.04387  0.20830  0.26632  1.093
O  2.64555  -3.20980  1.33985  -1.028
P  1.15692  -2.76615  1.70754  2.561
O  0.73601  -3.39155  2.97396  -1.154
O  1.00129  -1.27165  1.52341  -1.182
O  0.28316  -3.41165  0.46585  -1.111
P  0.59346  -2.89110  -1.03787  2.564
O  -0.42720  -3.78602  -1.90171  -0.996
O  2.00122  -3.24663  -1.38693  -1.186
O  0.14894  -1.46396  -1.16335  -1.131
H  2.76075  -3.19523  0.36249  0.528
H  0.04345  -4.57142  -2.19751  0.496
O  5.30050  4.10912  -1.66265  -0.753
C  5.22991  2.90536  -1.97332  0.730
O  6.11496  2.13416  -2.39045  -0.756
C  3.93861  2.19390  -1.48827  -0.072
C  3.76664  0.82835  -1.64047  -0.219
C  2.60186  0.21022  -1.20998  0.048
N  1.61665  0.90303  -0.63802  -0.372
C  1.77671  2.23476  -0.46376  0.033
C  2.90580  2.90273  -0.87718  -0.142
C  0.66308  2.92841  0.27988  0.753
O  0.63384  4.13453  0.40667  -0.625
O  -0.25876  2.12250  0.75499  -0.682
H  4.55741  0.25329  -2.10191  0.246
H  2.43398  -0.85058  -1.33161  0.244
H  2.99930  3.96869  -0.72722  0.254
Br  -4.96648  1.38970  -4.17857  -0.028
C  -3.53055  1.10308  -2.94568  -0.098
C  -3.48464  -0.07186  -2.21630  -0.253
C  -2.43850  -0.26340  -1.32558  -0.241
C  -1.43756  0.69425  -1.13296  0.035
C  -1.51975  1.85408  -1.89765  -0.263
C  -2.55426  2.06841  -2.80230  -0.254
H  -4.24454  -0.83142  -2.34692  0.208
H  -2.39346  -1.20169  -0.78688  0.213
H  -0.77168  2.63078  -1.79393  0.214
H  -2.59539  2.97985  -3.38422  0.213
C  -1.36991  -0.25870  3.87101  -0.432
C  -2.09573  -1.56204  3.52227  -0.445
C  -2.30154  -1.46342  2.00106  -0.071
O  -1.82017  -0.16096  1.59447  -0.534
C  -1.86095  0.66245  2.77542  -0.073
H  -0.29103  -0.39033  3.79229  0.242
H  -1.61602  0.11325  4.86697  0.198
H  -3.06489  -1.60144  4.02759  0.182
H  -1.51423  -2.44446  3.77212  0.260
H  -3.36191  -1.51163  1.73426  0.168
H  -1.75829  -2.21524  1.43625  0.222
H  -2.90894  0.94204  2.94847  0.154
H  -1.27977  1.55706  2.58009  0.242

The highest occupied orbital energy (spin up / spin down) is -0.12495 / -0.12462 hartree. Its expectation value of S² is 0.75. As for the total energy: -135178.8850 eV. As for the spin multiplicity: 2. As for the total charge: -2. As for the energy above the lowest of the compared OMol25 structures with the same formula, charge and spin: 23.7 kJ/mol.

Here is a cluster of 2 separate species, C3H7N2O2 in total at a distorted geometry from OMol25. Energies are from wB97M-V/def2-TZVPD.

Last column: natural (NBO) charge in e.
CARTESIAN COORDINATES (ANGSTROEM)
C  0.31546  0.52170  -1.01428  -0.144
C  1.41228  -0.11805  -0.61884  -0.031
N  1.75139  -0.46150  0.71650  -0.866
N  0.02075  0.71280  -2.40401  -0.855
H  -0.37065  0.94672  -0.29609  0.217
H  2.10154  -0.54452  -1.34045  0.158
H  2.17076  -1.37409  0.78168  0.344
H  0.98529  -0.32981  1.41441  0.439
H  -0.54583  1.53788  -2.53900  0.348
H  -0.52180  -0.07179  -2.74391  0.350
O  -2.54848  0.14682  1.03216  -0.764
C  -1.83233  -0.20813  1.97901  0.643
O  -0.60888  0.00223  2.21375  -0.827
H  -2.32952  -0.76027  2.81906  -0.012

The highest occupied orbital energy is -0.14029 hartree. As for the total energy: -10300.6423 eV. As for the total charge: -1. As for the energy above the lowest of the compared OMol25 structures with the same formula, charge and spin: 95.8 kJ/mol.

Here is the molecule C23H23N3O at a distorted geometry from OMol25. Energies are from wB97M-V/def2-TZVPD.

Last column: natural (NBO) charge in e.
CARTESIAN COORDINATES (ANGSTROEM)
N  0.85225  2.82057  -5.31473  -0.326
O  1.19932  -2.09036  -2.60487  -0.630
C  0.82214  2.09079  -4.41713  0.291
C  0.34664  -1.63883  -1.82223  0.715
C  0.31463  -0.19709  1.56813  0.128
C  0.96954  -0.77515  0.48185  -0.080
C  -3.49131  -1.45059  3.11881  -0.205
C  -3.30200  -0.11107  2.74715  -0.223
C  -2.36820  -2.34391  3.16083  -0.207
C  4.19975  0.87951  -0.76314  -0.246
C  4.28406  1.87793  0.26324  -0.202
C  -2.02540  0.28121  2.32169  -0.213
C  -1.11677  -1.92240  2.64215  -0.216
C  3.18237  -0.05992  -0.73430  -0.212
C  3.31872  1.91270  1.28334  -0.254
C  -0.94942  -0.60632  2.19288  -0.010
C  2.17291  0.00026  0.24749  -0.042
C  2.24571  1.01524  1.20594  0.132
N  1.10892  0.89612  1.98599  -0.346
N  -0.58775  -0.70689  -2.31931  -0.469
C  0.49071  -2.00123  -0.29089  -0.512
C  0.84899  1.73955  3.15503  -0.405
C  0.84812  1.09954  -3.35762  -0.541
C  -0.25280  0.03052  -3.54715  -0.190
C  -2.97726  0.07390  -1.99258  -0.426
C  -2.68118  -1.04582  -0.95678  -0.420
C  -1.57833  -0.08302  -1.44931  -0.067
H  -4.48953  -1.80222  3.37150  0.219
H  -4.19280  0.53692  2.65411  0.226
H  -2.50793  -3.35787  3.48190  0.219
H  4.91978  0.91508  -1.59746  0.219
H  5.06614  2.60793  0.29206  0.215
H  -1.88894  1.30483  1.98776  0.212
H  -0.26016  -2.63427  2.64737  0.228
H  3.20767  -0.83419  -1.51104  0.235
H  3.35581  2.67755  2.07973  0.215
H  -0.44247  -2.41125  0.06814  0.240
H  1.24217  -2.78728  -0.11534  0.248
H  0.38646  1.11224  3.93202  0.218
H  1.78166  2.18154  3.55662  0.216
H  0.19006  2.54420  2.87465  0.198
H  1.80480  0.55274  -3.32390  0.268
H  0.73615  1.58182  -2.40265  0.248
H  0.07403  -0.65659  -4.36461  0.237
H  -1.15853  0.55825  -3.87939  0.212
H  -3.18354  -0.32520  -2.97206  0.226
H  -3.61626  0.87215  -1.66327  0.225
H  -3.00233  -0.91084  0.06539  0.221
H  -2.65672  -2.08155  -1.24907  0.222
H  -1.23987  0.67077  -0.73692  0.212

The highest occupied orbital energy is -0.29282 hartree. As for the total energy: -30741.2826 eV. As for the energy above the lowest of the compared OMol25 structures with the same formula, charge and spin: 193.1 kJ/mol. Its structure (SMILES) is Cn1c(-c2ccccc2)c(CC(=O)N(CCC#N)C2CC2)c2ccccc21.

Here is the molecule C3H4N4O at a distorted geometry from OMol25. Energies are from wB97M-V/def2-TZVPD.

Last column: natural (NBO) charge in e.
CARTESIAN COORDINATES (ANGSTROEM)
C  0.15744  0.51644  -0.11276  0.449
C  -0.20794  -0.93939  0.04175  -0.090
C  -1.60117  -1.28136  -0.02264  0.265
H  -1.88915  1.00719  -0.01225  0.438
H  -0.55612  2.26004  0.06112  0.383
H  1.57692  1.76119  -0.06790  0.359
H  2.08447  -0.58183  -0.00222  0.480
N  -0.88192  1.30740  0.36229  -0.801
N  1.42642  0.77105  -0.29706  -0.735
N  0.67834  -1.87995  0.19129  0.042
N  -2.78832  -1.28564  -0.18602  -0.304
O  2.00104  -1.65515  0.04439  -0.484

The highest occupied orbital energy is -0.37571 hartree. As for the total energy: -11180.7000 eV. As for the energy above the lowest of the compared OMol25 structures with the same formula, charge and spin: 315.4 kJ/mol. Its structure (SMILES) is [H]/N=C(N)/C(C#N)=N\O.

Here is a structure of composition C40H31BeBr4N5O5P2Se2 from OMol25. Energies are from wB97M-V/def2-TZVPD.

Last column: Mulliken charge in e.
CARTESIAN COORDINATES (ANGSTROEM)
Be  2.20274  0.43798  0.34245  -0.504
Se  -4.51469  -0.58544  2.14018  -0.385
P  -2.99746  -1.78688  1.27530  1.351
C  -3.44182  -2.46030  -0.35961  0.067
C  -2.53016  -3.26902  -1.03699  -0.223
C  -2.84541  -3.76487  -2.28979  -0.838
C  -4.06399  -3.44978  -2.87921  -0.394
C  -4.96759  -2.63974  -2.20987  -0.626
C  -4.65724  -2.14636  -0.94930  -0.407
C  -2.78388  -3.24305  2.34478  0.480
C  -2.11726  -3.09150  3.55864  -0.432
C  -2.03251  -4.15251  4.43899  -0.628
C  -2.61590  -5.37498  4.12064  -0.453
C  -3.28426  -5.52512  2.91801  -0.656
C  -3.36862  -4.45865  2.02971  -0.459
C  -1.31077  -1.20320  1.03804  0.078
C  -0.58105  -0.07754  0.66137  0.201
N  0.69509  -0.47033  0.61740  1.167
N  0.77317  -1.74975  0.91709  -1.404
N  -0.42031  -2.22177  1.17466  -0.198
P  -1.14225  1.61946  0.40185  0.794
Se  0.22268  3.16230  -0.04745  -0.370
C  -2.37496  1.44820  -0.93717  0.383
C  -1.87182  1.36615  -2.23655  -0.338
C  -2.73318  1.24641  -3.31070  -0.773
C  -4.10948  1.23681  -3.10932  -0.528
C  -4.61412  1.33090  -1.82460  -1.043
C  -3.74977  1.42252  -0.73852  0.277
C  -1.98686  2.00564  1.95163  0.193
C  -1.41031  1.54182  3.12929  -0.247
C  -1.94539  1.91788  4.35077  -0.781
C  -3.05242  2.75224  4.39968  -0.519
C  -3.60875  3.23809  3.22396  -0.828
C  -3.06721  2.87687  2.00165  -0.298
H  -1.56459  -3.47885  -0.58790  0.413
H  -2.12724  -4.37972  -2.81658  0.389
H  -4.30070  -3.82706  -3.86638  0.372
H  -5.91200  -2.37893  -2.67106  0.386
H  -5.35121  -1.51586  -0.40990  0.337
H  -1.65553  -2.14319  3.80274  0.337
H  -1.49981  -4.03123  5.37302  0.391
H  -2.54044  -6.20771  4.80838  0.356
H  -3.73892  -6.47401  2.66226  0.372
H  -3.89121  -4.58130  1.08952  0.317
H  -0.80478  1.42221  -2.39847  0.058
H  -2.32584  1.17028  -4.31063  0.429
H  -4.78180  1.14881  -3.95431  0.363
H  -5.68352  1.31499  -1.65255  0.369
H  -4.16062  1.44647  0.26536  0.200
H  -0.52813  0.91230  3.09095  0.556
H  -1.48626  1.56225  5.26342  0.450
H  -3.47785  3.03230  5.35562  0.376
H  -4.46538  3.89951  3.25699  0.392
H  -3.48249  3.28368  1.08863  0.527
Br  7.44882  -0.01221  4.18463  -0.239
C  5.77963  0.48090  3.42881  0.158
C  5.00192  1.46193  4.00702  0.350
Br  5.56033  2.33635  5.59522  -0.242
C  3.77334  1.82343  3.42075  -0.486
Br  2.63377  3.15176  4.13945  -0.189
C  3.33270  1.20702  2.26416  0.033
O  2.23314  1.45785  1.62422  0.136
C  4.12503  0.15981  1.68241  0.753
O  3.59282  -0.36986  0.61904  -0.717
C  5.33493  -0.17035  2.25969  -0.250
Br  6.34124  -1.51975  1.39045  -0.195
C  5.18380  -0.56789  -2.53543  -0.858
C  5.31932  0.87771  -2.99472  -1.512
C  3.98839  1.65416  -3.07956  2.683
C  4.26458  3.11104  -3.46781  -1.501
C  2.99908  3.95058  -3.58419  -1.174
C  3.14610  1.00525  -4.15057  -0.166
O  3.39817  1.09218  -5.34162  -0.732
N  2.10084  0.27131  -3.69670  0.224
C  1.68084  0.08970  -2.35517  0.003
O  0.74841  -0.67555  -2.18382  -0.704
N  2.30115  0.79228  -1.38571  1.366
C  3.36572  1.60439  -1.67717  -0.830
O  3.91976  2.24319  -0.80349  -0.697
H  6.17052  -1.02767  -2.46070  0.487
H  4.59530  -1.16027  -3.24045  0.218
H  4.71876  -0.63958  -1.54911  0.029
H  5.78552  0.93342  -3.98251  0.414
H  5.94528  1.43102  -2.29124  0.460
H  4.80882  3.10517  -4.41486  0.434
H  4.91482  3.52052  -2.69445  0.474
H  2.33445  3.56039  -4.35790  0.256
H  3.24005  4.98191  -3.84878  0.490
H  2.44975  3.96618  -2.64274  0.186
H  1.54697  -0.23375  -4.37328  0.288

The highest occupied orbital energy is -0.07872 hartree. As for the total energy: -489523.5836 eV. As for the total charge: -2.

Here is a structure of composition H4OP2S at a distorted geometry from OMol25. Energies are from wB97M-V/def2-TZVPD.

Last column: natural (NBO) charge in e.
CARTESIAN COORDINATES (ANGSTROEM)
O  -0.34594  0.53804  -1.64645  -1.027
P  0.97527  -1.25945  0.32063  0.032
P  -0.38108  0.49961  -0.02210  0.992
S  -0.11757  2.17000  0.94239  -0.491
H  -0.10861  1.39124  -2.11968  0.526
H  0.05472  -1.78606  1.17423  -0.006
H  1.78050  -0.95901  1.48276  0.017
H  -1.85730  -0.59437  -0.13178  -0.043

The highest occupied orbital energy is -0.33051 hartree. As for the total energy: -31524.1706 eV. As for the energy above the lowest of the compared OMol25 structures with the same formula, charge and spin: 110.4 kJ/mol.

Here is the ion C9H17BNO4 with charge +1 at a distorted geometry from OMol25. Energies are from wB97M-V/def2-TZVPD.

Last column: natural (NBO) charge in e.
CARTESIAN COORDINATES (ANGSTROEM)
B  -0.22607  1.30372  -2.45002  1.130
C  -1.15457  -2.25957  -2.07687  -0.115
C  0.17771  -2.30822  -1.97804  -0.090
C  -0.68640  0.37100  0.02556  0.836
C  -1.73022  -0.90838  -1.75200  -0.441
C  -0.41118  -0.07167  -1.45939  -0.273
C  -0.72067  -0.18231  2.84741  -0.635
C  1.84026  -0.45636  2.46209  -0.648
C  0.78989  1.81761  2.28579  -0.643
C  0.58023  0.32696  2.09811  0.289
N  0.73999  -1.00340  -1.57786  -0.544
O  -1.63697  0.98629  0.35486  -0.566
O  -0.95119  1.22396  -3.58108  -0.887
O  0.71410  2.13913  -1.98284  -0.875
O  0.40287  0.07105  0.67419  -0.560
H  -1.68735  -3.14566  -2.39603  0.255
H  0.85714  -3.08525  -2.13985  0.237
H  -2.37484  -0.58024  -2.54886  0.263
H  -2.38053  -0.93117  -0.75262  0.260
H  -1.57026  0.30426  2.45098  0.240
H  -0.80537  -1.21723  2.64642  0.205
H  -0.61422  0.00066  3.87029  0.229
H  1.58419  -1.06239  3.33509  0.249
H  2.77646  0.06594  2.30147  0.238
H  1.80401  -1.30431  1.78049  0.201
H  1.35240  2.14900  1.36980  0.217
H  -0.19872  2.23686  2.28614  0.228
H  1.28659  2.07843  3.19417  0.237
H  1.27269  -1.06342  -0.61962  0.477
H  1.42635  -0.56707  -2.26268  0.443
H  -1.26755  2.07732  -3.99859  0.526
H  0.81122  2.99446  -2.40653  0.517

The highest occupied orbital energy is -0.50978 hartree. As for the total energy: -19960.4184 eV. As for the total charge: +1. As for the energy above the lowest of the compared OMol25 structures with the same formula, charge and spin: 0.0 kJ/mol. Its structure (SMILES) is CC(C)(C)OC(=O)[C@]1(B(O)O)CC=C[NH2+]1.

Here is a cluster of 2 separate species, CH4BrN2 in total at a distorted geometry from OMol25. Energies are from wB97M-V/def2-TZVPD.

Last column: natural (NBO) charge in e.
CARTESIAN COORDINATES (ANGSTROEM)
C  0.06691  -0.21766  -0.00324  0.386
N  -1.16378  -0.78703  0.02580  -0.684
N  0.36273  1.05206  0.15903  -0.708
Br  -2.87273  0.03907  -0.09388  0.358
H  0.76602  -0.90050  -0.18497  0.221
H  -1.37067  -2.15963  0.01240  0.537
H  1.34000  1.46668  0.16779  0.462
H  -0.27926  1.65367  0.60494  0.428

The highest occupied orbital energy is -0.55124 hartree. As for the total energy: -74114.9132 eV. As for the total charge: +1. As for the energy above the lowest of the compared OMol25 structures with the same formula, charge and spin: 289.6 kJ/mol.